Density functional theory data (ωB97M-V with the def2-TZVPD basis set) for 6 unconnected molecules or ions with the total composition C60H130ClN4O4P3.

Calculated values
F_max: 2.95 eV Å⁻¹
total energy: -4366.91893 a.u.

```
! wB97M-V def2-TZVPD RIJCOSX def2/J DEFGRID3
* xyz 4 1
Cl -15.181 20.802 -2.605
O -15.883 20.315 -3.783
O -16.066 21.602 -1.784
O -14.612 19.695 -1.873
O -14.115 21.679 -3.051
C -17.730 18.151 -0.814
C -19.238 18.439 -0.746
N -19.807 18.935 -1.990
C -19.445 18.581 -3.251
C -20.271 19.199 -4.133
N -21.142 19.927 -3.355
C -20.863 19.773 -2.059
C -22.212 20.754 -3.891
H -17.399 17.955 0.204
H -17.171 19.009 -1.190
H -17.448 17.315 -1.451
H -19.276 19.202 0.030
H -19.746 17.539 -0.404
H -18.622 17.904 -3.403
H -20.350 19.214 -5.205
H -21.352 20.172 -1.188
H -22.689 21.358 -3.116
H -23.005 20.189 -4.370
H -21.792 21.554 -4.503
C -19.024 25.984 5.569
C -18.184 26.242 4.304
N -18.084 25.004 3.500
C -19.132 24.271 2.998
C -18.555 23.411 2.126
N -17.216 23.537 2.132
C -16.922 24.486 3.064
C -16.278 22.965 1.188
H -19.050 26.915 6.136
H -18.792 25.198 6.283
H -20.032 25.801 5.186
H -17.194 26.470 4.691
H -18.654 26.976 3.658
H -20.179 24.435 3.172
H -19.007 22.671 1.483
H -15.923 24.888 3.103
H -15.257 23.327 1.290
H -16.473 23.258 0.151
H -16.299 21.879 1.125
C -15.960 26.580 -6.147
C -14.897 25.620 -6.685
C -15.400 24.331 -7.353
C -14.446 23.190 -6.975
P -14.419 21.777 -8.173
C -12.984 20.679 -7.743
C -13.158 20.072 -6.357
C -11.899 19.305 -6.012
C -12.072 18.658 -4.618
C -16.042 20.920 -8.242
C -16.934 21.090 -7.004
C -18.289 21.706 -7.382
C -19.060 22.244 -6.157
C -14.071 22.558 -9.775
C -12.777 23.341 -9.832
C -12.576 24.259 -11.015
C -13.473 25.495 -11.020
H -15.522 27.505 -5.770
H -16.587 26.203 -5.337
H -16.645 26.922 -6.929
H -14.235 25.510 -5.813
H -14.190 26.152 -7.331
H -15.519 24.706 -8.373
H -16.432 24.249 -7.001
H -14.689 22.806 -5.981
H -13.419 23.524 -6.820
H -12.071 21.255 -7.914
H -12.863 19.929 -8.532
H -14.002 19.378 -6.366
H -13.318 20.813 -5.571
H -10.960 19.849 -5.885
H -11.676 18.527 -6.746
H -12.496 19.406 -3.943
H -11.136 18.307 -4.181
H -12.748 17.800 -4.630
H -15.813 19.859 -8.367
H -16.512 21.261 -9.166
H -16.440 21.631 -6.198
H -17.246 20.128 -6.591
H -18.868 20.970 -7.942
H -18.175 22.569 -8.045
H -20.107 22.435 -6.390
H -18.621 23.193 -5.847
H -18.978 21.579 -5.293
H -14.958 23.171 -9.975
H -14.210 21.808 -10.564
H -11.864 22.793 -9.579
H -12.757 23.990 -8.942
H -12.668 23.703 -11.952
H -11.544 24.621 -11.024
H -13.174 26.178 -11.811
H -13.645 25.987 -10.064
H -14.473 25.156 -11.325
C -5.082 21.778 1.639
C -6.272 20.882 1.397
C -7.107 21.183 0.142
C -8.325 20.283 0.060
P -9.788 20.960 -0.761
C -10.542 19.411 -1.349
C -10.991 18.412 -0.263
C -11.530 17.108 -0.870
C -10.459 16.394 -1.693
C -10.961 21.850 0.368
C -10.647 23.349 0.494
C -11.663 24.390 -0.010
C -12.698 24.809 1.015
C -9.335 21.921 -2.221
C -10.499 22.255 -3.171
C -10.280 23.435 -4.119
C -10.536 24.841 -3.606
H -4.869 22.325 0.713
H -4.224 21.247 2.037
H -5.280 22.635 2.288
H -6.994 20.921 2.221
H -5.956 19.835 1.363
H -6.482 21.109 -0.748
H -7.405 22.234 0.249
H -8.790 19.774 0.915
H -8.030 19.360 -0.456
H -9.757 18.955 -1.959
H -11.329 19.620 -2.078
H -11.646 18.817 0.512
H -10.139 18.069 0.334
H -12.315 17.355 -1.594
H -11.978 16.450 -0.130
H -10.554 16.577 -2.764
H -10.514 15.312 -1.563
H -9.436 16.647 -1.401
H -11.197 21.256 1.244
H -11.821 21.789 -0.319
H -9.643 23.646 0.192
H -10.608 23.480 1.583
H -12.269 23.922 -0.803
H -11.238 25.227 -0.561
H -13.417 25.484 0.556
H -12.188 25.316 1.839
H -13.153 23.918 1.453
H -8.575 21.348 -2.750
H -8.977 22.869 -1.809
H -11.432 22.426 -2.626
H -10.688 21.352 -3.759
H -11.094 23.267 -4.840
H -9.397 23.389 -4.757
H -11.381 24.957 -2.929
H -10.764 25.524 -4.425
H -9.634 25.197 -3.101
C -13.774 11.573 -8.850
C -15.002 11.602 -9.757
C -16.312 12.107 -9.119
C -16.165 13.416 -8.377
P -17.676 14.471 -8.216
C -17.601 15.595 -6.797
C -16.157 16.040 -6.457
C -16.152 17.095 -5.345
C -16.374 16.653 -3.905
C -17.897 15.365 -9.792
C -16.685 16.164 -10.302
C -16.732 16.702 -11.743
C -17.321 18.091 -11.905
C -19.068 13.322 -7.973
C -20.467 14.000 -7.908
C -20.789 14.625 -6.527
C -20.774 13.650 -5.373
H -13.899 10.927 -7.983
H -13.619 12.615 -8.552
H -12.842 11.319 -9.350
H -15.217 10.703 -10.340
H -14.904 12.257 -10.638
H -16.633 11.265 -8.493
H -17.149 12.128 -9.825
H -15.471 14.067 -8.916
H -15.759 13.259 -7.376
H -18.005 15.035 -5.951
H -18.311 16.389 -7.029
H -15.697 16.589 -7.287
H -15.467 15.208 -6.317
H -16.874 17.876 -5.612
H -15.187 17.609 -5.322
H -15.787 15.735 -3.801
H -17.394 16.351 -3.652
H -15.995 17.404 -3.215
H -18.745 16.012 -9.538
H -18.264 14.675 -10.554
H -15.784 15.548 -10.294
H -16.482 16.938 -9.556
H -17.150 16.056 -12.524
H -15.708 16.650 -12.130
H -18.369 18.133 -11.603
H -17.189 18.508 -12.901
H -16.806 18.788 -11.231
H -18.842 12.786 -7.048
H -19.102 12.576 -8.768
H -21.240 13.246 -8.031
H -20.529 14.773 -8.674
H -21.787 15.080 -6.572
H -20.277 15.569 -6.311
H -19.769 13.479 -4.972
H -21.083 12.628 -5.601
H -21.440 14.032 -4.601
*
```

These are the Mulliken partial charges, in e, on atoms 1 to 2: number 1, Cl, carries 1.110; number 2, O, carries -0.308

=====

Density functional theory data (ωB97M-V with the def2-TZVPD basis set) for 10 unconnected molecules or ions with the total composition C60H146F6N7O11P.

Calculated values
F_max: 3.89 eV Å⁻¹
total energy: -4523.74308 a.u.

```
! wB97M-V def2-TZVPD RIJCOSX def2/J DEFGRID3
* xyz 4 1
C -2.926 -1.708 -0.662
C -4.132 -2.650 -0.927
N -5.530 -2.226 -0.232
C -5.399 -2.538 1.251
C -5.788 -0.697 -0.380
C -6.075 -0.120 -1.730
C -6.701 -3.040 -0.864
C -8.024 -3.208 -0.205
O -8.553 -1.879 0.138
C -9.726 -1.876 0.946
H -2.806 -1.381 0.371
H -2.976 -0.760 -1.198
H -2.037 -2.282 -0.925
H -4.059 -3.625 -0.444
H -4.184 -2.646 -2.015
H -6.276 -2.173 1.786
H -4.482 -2.194 1.728
H -5.397 -3.628 1.256
H -4.923 -0.234 0.094
H -6.537 -0.377 0.344
H -5.358 -0.469 -2.474
H -6.204 0.963 -1.724
H -7.039 -0.519 -2.045
H -6.203 -4.007 -0.932
H -6.764 -2.809 -1.928
H -7.871 -3.782 0.709
H -8.654 -3.788 -0.878
H -10.465 -2.588 0.577
H -10.064 -0.840 0.947
H -9.516 -2.059 2.000
C 3.465 -3.322 4.354
C 3.965 -1.910 3.876
N 3.301 -0.662 4.544
C 3.565 -0.692 6.059
C 3.861 0.650 3.920
C 5.398 0.794 3.970
C 1.743 -0.663 4.293
C 1.053 0.710 4.537
O 1.384 1.291 5.823
C 0.747 2.594 6.063
H 3.636 -4.133 3.645
H 2.410 -3.329 4.629
H 3.946 -3.620 5.285
H 3.728 -1.805 2.817
H 5.050 -1.940 3.977
H 4.630 -0.861 6.220
H 3.041 -1.564 6.449
H 3.128 0.228 6.448
H 3.423 1.605 4.213
H 3.599 0.416 2.888
H 5.786 0.034 3.291
H 6.050 0.738 4.841
H 5.688 1.751 3.535
H 1.370 -1.508 4.871
H 1.743 -0.948 3.241
H -0.025 0.562 4.473
H 1.379 1.339 3.708
H 0.859 2.974 7.078
H -0.343 2.559 6.051
H 1.185 3.352 5.413
C -3.150 -7.549 5.879
C -3.067 -6.741 4.575
N -1.735 -6.939 3.739
C -0.458 -6.586 4.526
C -1.673 -8.426 3.328
C -2.915 -9.008 2.541
C -1.865 -6.060 2.443
C -1.777 -4.480 2.546
O -0.368 -4.060 2.790
C 0.403 -3.836 1.526
H -2.858 -8.584 5.699
H -4.146 -7.618 6.316
H -2.484 -7.125 6.631
H -3.175 -5.663 4.700
H -3.928 -6.988 3.953
H -0.578 -5.573 4.911
H 0.355 -6.672 3.805
H -0.365 -7.304 5.340
H -1.446 -9.074 4.175
H -0.736 -8.586 2.794
H -3.169 -8.491 1.616
H -3.739 -9.112 3.247
H -2.633 -10.034 2.302
H -2.859 -6.209 2.022
H -1.121 -6.414 1.730
H -2.414 -3.960 3.261
H -2.126 -4.083 1.593
H 0.109 -2.970 0.933
H 0.309 -4.697 0.864
H 1.436 -3.526 1.686
C 1.317 5.734 -5.774
C -0.223 5.796 -5.529
N -0.766 6.335 -4.132
C -0.622 7.870 -4.258
C -2.318 6.076 -4.177
C -3.021 6.300 -2.814
C -0.074 5.649 -2.904
C -0.049 4.127 -2.669
O -0.008 3.314 -3.860
C -0.300 1.962 -3.767
H 1.827 6.598 -5.347
H 1.568 5.696 -6.834
H 1.747 4.816 -5.375
H -0.624 4.792 -5.668
H -0.734 6.360 -6.309
H 0.456 8.016 -4.177
H -1.143 8.398 -3.460
H -1.009 8.332 -5.166
H -2.480 4.998 -4.209
H -2.844 6.641 -4.946
H -2.630 5.675 -2.011
H -4.093 6.105 -2.848
H -2.929 7.352 -2.545
H -0.330 6.318 -2.083
H 0.979 5.925 -2.941
H -1.039 3.953 -2.247
H 0.620 3.930 -1.832
H 0.152 1.357 -4.553
H -1.389 1.924 -3.779
H -0.099 1.480 -2.810
C 0.737 -3.381 -2.070
C 1.778 -4.450 -2.141
N 3.171 -4.005 -2.643
C 3.818 -2.906 -1.697
C 4.078 -5.245 -2.582
C 3.632 -6.469 -3.400
C 3.026 -3.442 -4.123
C 4.294 -2.873 -4.682
O 4.396 -1.452 -4.350
C 5.740 -1.030 -4.442
H 0.983 -2.493 -1.489
H -0.160 -3.803 -1.616
H 0.445 -3.030 -3.060
H 1.506 -5.305 -2.760
H 2.018 -4.809 -1.140
H 4.820 -2.597 -1.994
H 3.906 -3.263 -0.671
H 3.137 -2.056 -1.744
H 4.125 -5.486 -1.520
H 5.088 -4.881 -2.771
H 4.399 -7.233 -3.276
H 3.642 -6.405 -4.488
H 2.720 -6.941 -3.036
H 2.245 -2.682 -4.169
H 2.678 -4.254 -4.761
H 4.214 -3.087 -5.747
H 5.154 -3.485 -4.408
H 5.938 -0.108 -3.895
H 5.857 -0.829 -5.507
H 6.562 -1.644 -4.074
C 1.166 4.127 1.978
C -0.309 4.048 1.561
N -1.387 4.945 2.273
C -1.219 4.677 3.790
C -1.057 6.437 2.043
C -1.981 7.453 2.641
C -2.837 4.511 1.864
C -3.103 4.692 0.375
O -2.461 3.665 -0.314
C -2.949 2.335 -0.139
H 1.468 5.109 2.342
H 1.845 3.927 1.149
H 1.273 3.421 2.801
H -0.713 3.036 1.524
H -0.495 4.431 0.558
H -2.001 5.187 4.352
H -0.187 4.876 4.081
H -1.305 3.597 3.911
H -0.860 6.513 0.974
H -0.108 6.499 2.577
H -1.950 7.373 3.728
H -2.984 7.447 2.213
H -1.598 8.468 2.541
H -3.480 5.097 2.521
H -2.866 3.465 2.168
H -2.620 5.564 -0.066
H -4.160 4.649 0.113
H -3.977 2.139 0.164
H -2.329 1.708 0.502
H -2.718 1.896 -1.110
C 5.216 0.408 -0.629
C 5.690 1.672 -1.369
N 4.745 2.928 -1.269
C 4.642 3.413 0.204
C 5.474 4.096 -2.047
C 4.612 5.300 -2.379
C 3.369 2.565 -1.857
C 3.380 2.019 -3.328
O 4.316 2.560 -4.262
C 4.118 2.031 -5.573
H 6.019 -0.328 -0.679
H 4.421 -0.141 -1.134
H 4.924 0.618 0.400
H 5.812 1.476 -2.434
H 6.644 1.894 -0.890
H 5.636 3.467 0.649
H 4.036 2.680 0.736
H 4.088 4.344 0.319
H 5.980 3.767 -2.955
H 6.340 4.395 -1.457
H 5.073 6.155 -2.872
H 4.137 5.657 -1.465
H 3.844 4.881 -3.029
H 2.772 3.476 -1.839
H 2.920 1.754 -1.284
H 2.351 2.102 -3.677
H 3.550 0.945 -3.255
H 3.926 0.958 -5.554
H 4.855 2.095 -6.373
H 3.288 2.547 -6.057
P -1.846 -1.729 -4.488
F -3.384 -1.381 -4.095
F -1.905 -3.040 -3.524
F -2.345 -2.789 -5.588
F -0.351 -2.158 -5.028
F -1.757 -0.484 -5.578
F -1.371 -0.719 -3.347
C -2.226 -0.523 2.987
C -3.329 0.462 3.259
O -3.229 1.303 4.202
O -4.271 0.346 2.462
H -1.714 -0.836 3.897
H -1.464 0.136 2.570
H -2.505 -1.433 2.456
C 0.284 0.006 -0.316
C 1.513 0.107 0.622
O 1.707 1.253 1.110
O 2.242 -0.895 0.760
H -0.237 0.961 -0.378
H -0.439 -0.550 0.280
H 0.534 -0.385 -1.303
*
```

These are the Mulliken partial charges, in e, on atoms 1 to 2: number 1, C, carries 0.906; number 2, C, carries -1.538

=====

- Number 1 is which compound?
  C60H130ClN4O4P3